Density functional theory data (ωB97M-V with the def2-TZVPD basis set) for C22H24FIN2OTi as an isolated structure.

Cartesian coordinates (Å):
1 C -0.156359 -1.652785 -1.570135
2 C 1.050654 1.355325 2.971112
3 C 3.279652 1.923150 3.598210
4 C 7.507441 0.255833 0.341338
5 F 2.078410 4.401522 -3.809279
6 C 1.386327 1.060334 -2.616814
7 H 3.035257 0.556974 0.521902
8 C 1.151132 -1.809256 -1.061948
9 H 1.386091 0.061519 -3.044759
10 C -1.039911 -2.152826 0.621970
11 C 1.739400 3.382400 -2.985030
12 H -0.307220 -1.393843 -2.607337
13 C 1.072994 2.592795 -0.843683
14 H -1.887886 -2.238213 1.286205
15 H 7.602016 2.041878 1.537828
16 C 1.931683 1.883834 3.900440
17 C 4.786006 1.776651 -1.460953
18 C 5.183540 1.422220 2.080171
19 C 2.758846 0.938851 1.497045
20 H 8.585378 0.208310 0.181277
21 H 5.364432 3.499961 -0.310095
22 H 2.371612 -2.191619 0.662795
23 C 4.878060 2.533240 -0.146950
24 H 5.774733 1.603529 -1.888982
25 N 1.453148 0.881684 1.787125
26 O 5.927407 1.019589 2.964901
27 H 1.409774 4.680578 -1.321927
28 C 1.410866 3.657189 -1.674981
29 H 7.341128 2.347180 -0.180707
30 C 1.735251 2.094221 -3.478530
31 C 1.041003 1.252729 -1.271583
32 H 4.196453 2.346598 -2.177990
33 I -2.191642 1.154411 1.277778
34 H 0.798925 2.841797 0.178296
35 H 4.298445 0.809617 -1.326205
36 H 1.997990 -1.653029 -1.715594
37 H -0.013772 1.311806 3.160394
38 C 7.084861 1.684785 0.646816
39 N 5.643680 1.813424 0.869196
40 H -2.262187 -1.759563 -1.100291
41 H 4.008247 2.298308 4.304835
42 H 7.011387 -0.116118 -0.556048
43 H 1.557393 2.251060 4.845348
44 C -1.253998 -1.866151 -0.727273
45 C 0.259772 -2.226790 1.146238
46 H 1.995464 1.915203 -4.513913
47 H 0.412424 -2.416435 2.198936
48 C 3.706282 1.459593 2.359906
49 H 3.883997 2.750457 0.234911
50 C 1.365116 -2.095769 0.279283
51 H 7.258619 -0.395774 1.177588
52 Ti 0.071856 -0.022271 0.215114

Atoms 1-3, force components in eV/Å:
C -0.0047 0.0070 0.0331
C 0.0201 0.0035 0.0213
C -0.0172 0.0137 0.0246

Properties
electronic energy	-62165.941	eV
molar mass	526.22	u
spin multiplicity	3
ΔE to the lowest compared entry with this formula, charge and spin	0.0	kcal per mole

Löwdin population analysis, charges in e, atoms 1 to 6: C -0.13; C -0.14; C 0.02; C -0.07; F 0.04; C -0.14

=====

Density functional theory data (ωB97M-V with the def2-TZVPD basis set) for one molecule with the formula C6H8N4 in a non-equilibrium geometry.

Cartesian coordinates (Å):
1 C 1.029175 0.478718 1.557608
2 H -1.588056 -0.032313 -3.287304
3 H -1.952949 2.798216 -0.368279
4 H -0.488787 -1.678246 -2.096532
5 N -1.741882 1.451538 -1.825060
6 N -0.735366 1.526536 0.352203
7 C -1.478110 1.905787 -0.604962
8 H 1.937388 0.983867 1.451544
9 H 0.941674 -1.386280 2.513083
10 N 0.324991 0.659014 0.194524
11 C -0.391393 -0.669840 -1.592545
12 C 1.297852 -1.025947 1.604077
13 N 0.182150 -0.658795 -0.371792
14 H 0.515235 -2.681853 0.127978
15 H 0.458903 0.826189 2.425979
16 C -1.209625 0.292258 -2.218823
17 C 0.600228 -1.659835 0.411420
18 H 2.298572 -1.129013 1.726881

Atoms 1-3, force components in eV/Å:
C -1.7788 -1.3414 -2.0892
H 0.9597 0.5016 2.2006
H -1.3594 1.4496 0.5567

Properties
electronic energy	-12306.982	eV
molar mass	136.16	u
spin multiplicity	1
ΔE to the lowest compared entry with this formula, charge and spin	118.2	kcal per mole

Löwdin population analysis, charges in e, atoms 1 to 6: C -0.08; H 0.13; H 0.08; H 0.12; N 0.02; N 0.06

=====

Density functional theory data (ωB97M-V with the def2-TZVPD basis set) for one molecule with the formula C2HBr2FO in a non-equilibrium geometry.

Cartesian coordinates (Å):
1 Br 2.305572 -1.808996 -0.294953
2 F 2.250764 -0.206666 1.872165
3 Br 2.289713 1.636123 -0.112813
4 H -0.309586 0.716843 -0.169363
5 C 0.186390 -0.069243 0.582051
6 O -0.371087 -0.541103 1.517190
7 C 1.797254 -0.153010 0.611978

Atoms 1-3, force components in eV/Å:
Br 0.1139 0.8948 0.0146
F -0.2505 -0.1054 -0.3905
Br 0.3401 -1.0238 -0.0151

Properties
electronic energy	-146938.740	eV
molar mass	219.84	u
spin multiplicity	1
ΔE to the lowest compared entry with this formula, charge and spin	17.7	kcal per mole

Löwdin population analysis, charges in e, atoms 1 to 6: Br 0.73; F -0.06; Br 0.69; H 0.14; C -0.36; O 0.08

=====

Density functional theory data (ωB97M-V with the def2-TZVPD basis set) for a 3-piece molecular cluster, C3H13NO2S2 overall in a non-equilibrium geometry.

Cartesian coordinates (Å):
1 H 0.224288 -0.018058 -4.920523
2 H 3.390924 -0.141850 0.019319
3 H -0.394643 -1.494957 -0.767815
4 O 2.695325 0.450275 -0.276461
5 H 0.025383 -0.630682 -2.048434
6 H -0.398474 1.822861 2.317832
7 C -1.257827 0.378459 0.938838
8 H 2.004431 -0.108477 -0.687637
9 H -1.147281 -2.711671 2.894524
10 H 0.264782 1.244936 -0.376461
11 C -0.319246 0.733458 2.080918
12 H 0.836348 -0.054954 -3.671244
13 H -1.376712 1.072216 -1.107484
14 N 0.008401 -0.615433 -1.047996
15 S -0.884754 0.005857 3.639091
16 H 0.782463 0.604309 1.998517
17 C -0.617091 0.565221 -0.429074
18 O 0.128802 0.501804 -4.095140
19 S -0.238640 -1.977687 3.510838
20 H -2.132344 1.039234 0.912466
21 H -1.594134 -0.664860 1.115924

Atoms 1-3, force components in eV/Å:
H -0.8898 0.8710 -0.1538
H -0.1299 -0.1363 0.0239
H -0.1980 -0.1228 0.3392

Properties
net charge	-1
electronic energy	-30576.352	eV
molar mass	159.28	u
spin multiplicity	2
ΔE to the lowest compared entry with this formula, charge and spin	38.8	kcal per mole

Löwdin population analysis, charges in e, atoms 1 to 6: H 0.04; H 0.02; H 0.06; O -0.10; H 0.02; H 0.06